# 1
Below is a molecular structure, C41H51BBr2CaN2O3SSb, with properties calculated with ωB97M-V/def2-TZVPD.

```
103
Properties=species:S:1:pos:R:3
Ca -0.8177 -0.6394 1.6620
C -3.2734 0.5542 3.6020
C -2.0915 1.3471 4.0177
C -2.2819 2.4261 4.8138
C -1.1894 3.0397 5.4158
C 0.1168 2.6278 5.1442
C 1.2450 3.3092 5.7219
C 2.5110 2.8271 5.3741
C 2.6419 1.7081 4.5393
C 1.5558 1.0486 3.9968
S 1.7154 -0.3513 2.9332
C 0.2017 1.5608 4.2625
N -0.8628 0.8733 3.7302
H -3.8271 0.3169 4.5137
H -3.1093 -0.3788 3.1360
H -3.9363 1.1007 2.9234
H -3.2181 2.8705 4.9839
H -1.2407 3.8809 6.1148
H 1.2307 4.2020 6.2799
H 3.3494 3.3406 5.8379
H 3.6246 1.2373 4.3436
Br -4.0606 -4.3012 -0.4239
C -3.4915 -4.2509 1.3640
C -3.8505 -5.2903 2.2617
C -3.5462 -5.2888 3.5750
Br -4.2042 -6.4687 4.8042
C -2.7504 -4.1680 3.9756
C -2.2898 -4.0885 5.3223
C -1.5310 -3.0150 5.7072
C -1.0887 -2.1601 4.7047
N -1.5082 -2.2264 3.4926
C -2.3335 -3.2355 3.0933
C -2.6624 -3.1935 1.7342
O -2.2733 -2.2429 0.9693
H -4.4852 -6.0578 1.8326
H -2.5806 -4.9073 5.9468
H -0.9999 -2.9903 6.6684
H -0.3632 -1.3387 4.8057
C -1.2905 5.1120 -6.0690
C -0.7062 5.2643 -4.6082
C 0.8395 5.1725 -4.6357
C -1.0520 6.6458 -3.9824
C -1.2239 4.1048 -3.7454
C -2.1354 3.1696 -4.1961
C -2.5851 2.1047 -3.3462
C -2.0289 1.9894 -2.0524
O -2.1880 0.9995 -1.1764
B -1.4051 1.2722 -0.0269
O -0.6851 2.5281 -0.4583
C -1.1077 2.9439 -1.6363
C -0.7374 4.0176 -2.3611
H -0.7368 5.8213 -6.7810
H -2.3015 5.3546 -6.1199
H -1.1925 4.1321 -6.4671
H 1.2387 5.9013 -5.4881
H 1.1333 4.2701 -4.9573
H 1.2223 5.4030 -3.6893
H -0.5864 7.4098 -4.6604
H -0.6975 6.6979 -2.9192
H -2.1434 6.7596 -3.9988
H -2.5636 3.2339 -5.1663
H -3.3553 1.2958 -3.5584
H -0.1209 4.8053 -1.9375
C 1.4150 -2.2952 -3.8220
C 0.5015 -1.5985 -2.8162
C -0.9285 -2.2548 -2.8566
C 0.2971 -0.1258 -3.1214
Sb 1.2992 -1.5972 -0.7421
C 1.9911 -3.6647 -0.4130
C 3.1275 -4.1332 -1.3844
C 2.4372 -3.9538 1.0384
C 0.6885 -4.5520 -0.6314
C 3.1377 -0.3882 -0.8678
C 3.8099 -0.4420 -2.2089
C 2.6746 1.0310 -0.4586
C 4.1896 -0.8268 0.1599
H 0.8686 -2.3708 -4.7936
H 1.5453 -3.3563 -3.6683
H 2.3674 -1.8509 -4.0064
H -1.3895 -1.9987 -3.8267
H -1.5787 -1.8441 -2.0811
H -0.9193 -3.3757 -2.7692
H -0.0212 0.0183 -4.1660
H 1.1095 0.5812 -2.9446
H -0.5897 0.2253 -2.5329
H 4.0985 -3.7932 -1.1047
H 2.9437 -3.7916 -2.4117
H 3.1655 -5.2365 -1.2857
H 3.2590 -3.3314 1.4145
H 2.8252 -4.9691 1.0134
H 1.5291 -3.9143 1.7156
H 0.6353 -4.6536 -1.6962
H -0.1598 -4.0030 -0.1918
H 0.7919 -5.5453 -0.1674
H 3.1476 -0.2495 -3.0641
H 4.3022 -1.3965 -2.4919
H 4.6382 0.3135 -2.1736
H 1.7066 1.2947 -1.0347
H 3.4468 1.7361 -0.6851
H 2.3468 0.9728 0.5862
H 4.7112 -1.7483 -0.1344
H 3.7442 -0.9900 1.1757
H 4.9199 -0.0084 0.3061
```

Output
HOMO-LUMO gap = 6.794 eV
total charge = -1
energy relative to the best compared isomer or geometry (same formula, charge and spin) = 18.4 kcal per mole

Results of the Löwdin charge analysis, in e, for atoms 1 through 2: number 1, Ca, carries 0.939; number 2, C, carries -0.026



# 2
Below is 15 unconnected molecules or ions with the total composition C29H66N8O37, with properties calculated with ωB97M-V/def2-TZVPD.

```
140
Properties=species:S:1:pos:R:3
C -0.0476 1.8991 -2.0253
O -0.8595 1.0706 -1.1518
C -0.4127 0.0363 -0.4483
O 0.5422 -0.5632 -0.7895
O -1.1849 -0.0686 0.5722
C -0.6967 -0.8022 1.6512
H 0.0291 2.9741 -1.8620
H -0.4538 1.7662 -3.0280
H 0.9995 1.5976 -2.0521
H -1.5686 -1.2121 2.1610
H -0.2866 0.0065 2.2561
H 0.0532 -1.5767 1.4903
C -2.2561 -5.7790 -5.6469
O -2.1324 -4.4074 -5.4868
C -1.5290 -3.8859 -4.3680
O -1.2524 -4.4618 -3.3197
O -1.2000 -2.5790 -4.6543
C -0.2768 -1.8598 -3.9814
H -2.2885 -6.0091 -6.7119
H -3.0679 -6.1623 -5.0287
H -1.3824 -6.3236 -5.2890
H 0.6381 -2.3732 -3.6857
H -0.7997 -1.4401 -3.1220
H 0.0554 -1.0972 -4.6858
C -1.3699 2.6967 2.8383
O -0.6309 3.8776 2.8751
C -0.3510 4.5380 1.6925
O -0.7165 4.1297 0.5999
O 0.2453 5.6972 2.0249
C 0.1291 6.7808 1.1147
H -1.9978 2.4988 3.7070
H -0.5963 1.9352 2.7400
H -1.9333 2.6263 1.9078
H -0.8676 7.2218 1.0978
H 0.4581 6.4904 0.1170
H 0.7940 7.5261 1.5513
C 2.2494 -1.0606 4.3119
O 2.0824 -2.4780 4.5603
C 2.8994 -3.0572 5.3909
O 3.8180 -2.4948 6.0283
O 2.5230 -4.3190 5.5663
C 3.2179 -5.0806 6.6049
H 3.0316 -0.9238 3.5653
H 2.6005 -0.4004 5.1050
H 1.3108 -0.6676 3.9212
H 2.8981 -4.5858 7.5220
H 4.3068 -5.1201 6.5747
H 2.7036 -6.0397 6.6653
C 4.1329 2.2943 4.8219
O 4.1056 2.4616 3.4406
C 2.9679 2.2057 2.6788
O 2.0078 1.5626 3.0614
O 3.1483 2.7954 1.4769
C 2.1134 2.7511 0.4824
H 4.7320 3.0543 5.3236
H 4.7154 1.4202 5.1130
H 3.1484 2.1797 5.2754
H 2.4144 1.9982 -0.2461
H 1.9868 3.7417 0.0457
H 1.1489 2.5081 0.9283
C 2.9336 1.2908 -4.7160
O 3.5537 1.2165 -3.4598
C 3.4696 0.0779 -2.6695
O 2.7830 -0.9049 -2.8401
O 4.2075 0.3288 -1.5206
C 4.0149 -0.4956 -0.4170
H 2.7690 2.3118 -5.0603
H 2.0064 0.7211 -4.7778
H 3.5557 0.7497 -5.4290
H 4.6228 -0.1288 0.4100
H 4.3258 -1.5379 -0.4878
H 2.9774 -0.4359 -0.0880
C -0.3067 -7.4672 -2.5797
O -0.0852 -6.5925 -1.4754
C 1.0325 -5.7844 -1.5974
O 2.0125 -6.0909 -2.2819
O 1.0091 -4.8384 -0.6538
C 1.7605 -3.6475 -0.7312
H 0.3294 -8.3523 -2.5702
H -0.1035 -6.9267 -3.5041
H -1.3611 -7.7291 -2.6689
H 1.3543 -2.7583 -0.2492
H 1.8231 -3.4685 -1.8046
H 2.7974 -3.7955 -0.4295
C -1.7853 -3.7353 4.8656
N -3.3056 -3.7354 4.8781
O -3.9023 -4.5959 5.4608
O -3.8465 -2.8000 4.3640
H -1.4405 -4.6502 4.3837
H -1.2125 -3.6566 5.7896
H -1.4863 -2.8887 4.2475
C -2.0300 -3.8283 -0.0079
N -2.6701 -4.4567 1.2098
O -3.8979 -4.4447 1.2584
O -1.9788 -4.8218 2.1612
H -2.6328 -3.0133 -0.4085
H -1.9073 -4.7479 -0.5799
H -1.0729 -3.3780 0.2554
C 0.3722 5.1423 -6.1741
N -0.3923 5.0755 -4.8513
O -0.8714 3.9917 -4.5464
O -0.4055 6.0179 -4.0961
H -0.1591 4.4949 -6.8718
H 1.3865 4.8237 -5.9341
H 0.3417 6.1789 -6.5097
C -2.3894 0.9847 -5.0483
N -3.5222 1.2802 -4.1665
O -3.3568 1.3662 -3.0025
O -4.5718 1.5287 -4.7739
H -1.5770 0.5483 -4.4672
H -2.0050 1.8954 -5.5076
H -2.7494 0.2560 -5.7746
C 0.0573 0.3466 6.9551
N -0.9963 -0.5198 6.2337
O -1.7677 -1.1713 6.9509
O -1.0814 -0.4833 4.9882
H 0.3718 1.2707 6.4700
H 0.9668 -0.2227 7.1468
H -0.4190 0.7052 7.8676
C 2.0419 5.8684 -2.0521
N 2.8846 5.0791 -2.9639
O 4.0247 5.4586 -3.0368
O 2.5076 3.9488 -3.2392
H 1.9044 6.8716 -2.4555
H 2.6464 5.9218 -1.1467
H 1.1818 5.2412 -1.8178
C -3.0111 4.5363 -2.0369
N -3.9787 4.7536 -3.1689
O -5.0228 4.0692 -3.1829
O -3.7932 5.6471 -4.0085
H -2.2352 5.2972 -2.1208
H -2.6905 3.5215 -2.2724
H -3.4817 4.6114 -1.0566
C -4.5027 -0.7620 2.2447
N -4.8774 0.0898 1.0945
O -5.0147 -0.5191 0.0976
O -4.8213 1.2854 1.2058
H -5.4081 -1.2897 2.5446
H -4.1306 -0.1098 3.0348
H -3.8169 -1.5336 1.8947
```

Output
⟨S²⟩ = 0.753
spin multiplicity = 2
HOMO-LUMO gap (spin up / spin down) = 2.022 / 5.758 eV
total charge = -1

Results of the Löwdin charge analysis, in e, for atoms 1 through 2: number 1, C, carries -0.007; number 2, O, carries 0.002



# 3
Below is C20H34N4O3 in the gas phase, with properties calculated with ωB97M-V/def2-TZVPD.

```
61
Properties=species:S:1:pos:R:3
C -2.2625 -1.5532 -2.9449
C -1.0546 -2.0269 -2.1459
N -0.9666 -1.4159 -0.8261
C -1.7653 -2.0104 0.2312
C -1.0683 -3.1582 0.9984
C 0.4441 -3.0234 1.0668
N -1.6224 -3.2534 2.3369
C -2.8433 -3.8092 2.5634
O -3.5031 -4.2987 1.6581
C -3.3106 -3.8028 3.9649
C -4.3516 -4.6231 4.4715
C -4.5185 -4.2926 5.7873
N -3.6260 -3.3012 6.1037
C -3.4532 -2.7160 7.4160
C -2.8850 -3.0029 5.0029
C -0.2319 -0.3050 -0.5419
O -0.1842 0.1845 0.5701
C 0.5551 0.2916 -1.7057
O 1.1134 1.5030 -1.3039
C 1.9210 2.0759 -2.3112
C 2.4818 3.3901 -1.7842
C 3.2849 3.1318 -0.5168
N 3.2970 4.0207 -2.8171
C 3.9416 5.2564 -2.3790
C 4.4546 5.8874 -3.6720
C 3.5007 5.3523 -4.7610
C 2.5475 4.4228 -4.0065
H -2.3055 -2.0590 -3.9104
H -3.1886 -1.7663 -2.4106
H -2.2159 -0.4780 -3.1214
H -1.1078 -3.1085 -2.0020
H -0.1346 -1.8444 -2.7002
H -2.0022 -1.2227 0.9442
H -2.7003 -2.3800 -0.1893
H -1.3113 -4.1003 0.5004
H 0.8757 -3.0412 0.0669
H 0.7371 -2.0844 1.5400
H 0.8656 -3.8572 1.6296
H -1.0727 -2.9279 3.1128
H -4.9064 -5.3530 3.9076
H -5.1980 -4.6745 6.5309
H -3.0782 -1.6998 7.3138
H -4.4131 -2.6793 7.9270
H -2.7520 -3.2947 8.0185
H -2.1496 -2.2147 5.0365
H 1.3410 -0.4205 -2.0031
H -0.1007 0.4308 -2.5766
H 2.7532 1.4051 -2.5700
H 1.3210 2.2364 -3.2148
H 1.6228 4.0401 -1.5338
H 2.6896 2.5421 0.1776
H 4.1958 2.5794 -0.7603
H 3.5647 4.0600 -0.0206
H 3.2102 5.9233 -1.8878
H 4.7392 5.0534 -1.6668
H 4.4554 6.9751 -3.6124
H 5.4776 5.5682 -3.8675
H 2.9574 6.1482 -5.2690
H 4.0530 4.7984 -5.5190
H 2.2565 3.5609 -4.6054
H 1.6266 4.9613 -3.7198
```

Output
HOMO-LUMO gap = 9.280 eV
total charge = 0
energy relative to the best compared isomer or geometry (same formula, charge and spin) = 7.9 kcal per mole

Results of the Löwdin charge analysis, in e, for atoms 1 through 2: number 1, C, carries -0.067; number 2, C, carries -0.213



# 4
Below is a molecular structure, C22H35IMgN6O10P2S, with properties calculated with ωB97M-V/def2-TZVPD.

```
78
Properties=species:S:1:pos:R:3
Mg -0.6418 -0.1630 -0.8673
N -1.0509 -4.1201 -0.9906
C 0.3948 -3.6553 -0.8417
C 1.2920 -4.8762 -0.7931
P 0.2145 -2.7999 0.8126
O 1.6379 -2.2374 1.2127
O -0.2965 -3.8878 1.6818
O -0.6854 -1.6277 0.5016
P 0.6923 -2.5674 -2.2951
O 0.4453 -3.6026 -3.5244
O 2.0933 -2.0981 -2.3020
O -0.5155 -1.6490 -2.3037
H -1.3507 -4.4770 -0.0698
H -1.1252 -4.8388 -1.7109
H -1.6201 -3.3058 -1.2566
H 1.0859 -5.4755 0.0945
H 2.3267 -4.5393 -0.7442
H 1.1795 -5.4893 -1.6912
H 1.5506 -1.2604 1.3326
H 1.2837 -3.7875 -3.9615
C -3.8576 0.0559 6.5328
C -3.5005 0.3763 5.1075
C -2.7724 -0.5334 4.3414
C -2.4102 -0.2372 3.0396
C -2.7800 0.9900 2.5012
C -3.5076 1.9095 3.2355
C -3.8682 1.5897 4.5364
S -2.2693 1.3326 0.8551
O -2.7932 2.6333 0.4814
O -2.7501 0.2076 0.0329
N -0.6901 1.2386 0.7712
C 0.1090 1.3804 1.8931
C -0.0975 2.4126 2.8197
C 0.7175 2.5063 3.9229
C 1.7557 1.5922 4.0823
C 1.9175 0.6373 3.1012
N 1.1235 0.5157 2.0309
H -3.9011 -1.0205 6.6923
H -4.8215 0.4834 6.8086
H -3.1107 0.4606 7.2189
H -2.4892 -1.4875 4.7684
H -1.8517 -0.9448 2.4380
H -3.7831 2.8541 2.7876
H -4.4461 2.2968 5.1195
H -0.8866 3.1326 2.6460
H 0.5573 3.2954 4.6466
H 2.4225 1.6264 4.9315
H 2.7200 -0.0897 3.1699
N -3.7980 1.8187 -2.5361
C -2.4871 2.0623 -2.4146
O -1.6763 1.1665 -2.2150
C -1.9448 3.4513 -2.6437
I -3.2756 5.0869 -2.3484
H -4.0997 0.9275 -2.1705
H -4.4404 2.5918 -2.4647
H -1.6113 3.5192 -3.6781
H -1.1027 3.5840 -1.9734
C 0.7798 0.5895 -4.3458
N 2.0334 0.7668 -3.6474
C 3.2286 0.7927 -4.4772
C 4.3505 0.0644 -3.7701
C 4.5789 0.7592 -2.4488
N 3.3258 0.8595 -1.7142
C 3.4336 0.7741 -0.2717
C 2.1034 0.7332 -2.2921
O 1.1014 0.6167 -1.5648
H 0.8196 -0.3190 -4.9532
H 0.5946 1.4409 -5.0082
H -0.0366 0.5007 -3.6447
H 3.5182 1.8261 -4.7053
H 2.9774 0.3106 -5.4230
H 5.2606 0.0591 -4.3700
H 4.0372 -0.9646 -3.5821
H 5.0029 1.7590 -2.6050
H 5.2820 0.2023 -1.8267
H 3.7457 -0.2298 0.0325
H 2.4779 0.9967 0.1904
H 4.1742 1.4976 0.0756
```

Output
HOMO-LUMO gap = 8.399 eV
total charge = 0
energy relative to the best compared isomer or geometry (same formula, charge and spin) = 0.0 kcal per mole

Results of the Löwdin charge analysis, in e, for atoms 1 through 2: number 1, Mg, carries 0.598; number 2, N, carries 0.166



# 5
Below is a molecular structure, C6H8N2O, with properties calculated with ωB97M-V/def2-TZVPD.

```
17
Properties=species:S:1:pos:R:3
C -1.2382 -0.7145 -1.1403
C 1.1352 0.2509 0.3951
C -0.7411 0.1027 0.0454
C 1.9988 -0.3031 -0.7417
C -0.3884 -0.8959 1.2192
C -1.3671 1.2894 0.3338
N 0.8514 -0.8614 1.3896
N 1.5187 1.4317 0.8137
O 1.7862 -0.1357 -1.9077
H 1.9030 1.4090 1.7583
H 2.8908 -0.8394 -0.3634
H -1.1164 -1.5373 1.7070
H -1.3152 -0.0894 -2.0252
H -0.5504 -1.5220 -1.3827
H -2.2007 -1.1783 -0.9220
H -0.8839 2.0079 0.9801
H -2.2828 1.5853 -0.1594
```

Output
HOMO-LUMO gap (spin up / spin down) = 7.919 / 7.335 eV
total charge = 0
energy relative to the best compared isomer or geometry (same formula, charge and spin) = 124.3 kcal per mole

Results of the Löwdin charge analysis, in e, for atoms 1 through 2: number 1, C, carries -0.054; number 2, C, carries -0.480



# 6
Below is C4H5NO in the gas phase, with properties calculated with ωB97M-V/def2-TZVPD.

```
11
Properties=species:S:1:pos:R:3
C 0.4990 0.6869 1.6784
C -0.2150 0.4385 0.4068
N -1.3139 0.6002 -0.1623
C -0.4581 -0.5826 -0.6026
C 0.0038 -0.5592 -2.0177
O 0.0091 0.4218 -2.7209
H 0.1343 1.5780 2.1953
H 0.2522 -0.1902 2.2907
H 1.5852 0.7166 1.5686
H -0.7844 -1.5525 -0.2218
H 0.2878 -1.5575 -2.4144
```

Output
HOMO-LUMO gap = 10.574 eV
total charge = 0
energy relative to the best compared isomer or geometry (same formula, charge and spin) = 51.6 kcal per mole

Results of the Löwdin charge analysis, in e, for atoms 1 through 2: number 1, C, carries -0.008; number 2, C, carries -0.308